No. 1
Density functional theory data (ωB97M-V/def2-TZVPD) for C3H7NO2 in the gas phase.

Total energy ... -323.68547 a.u.
LUMO level ... 0.90 eV
SMILES string ... COC(=N)OC
HOMO ... -9.96 eV

```
13
Properties=species:S:1:pos:R:3:forces:R:3
C 1.05586 1.58668 -1.54362 0.59 0.05 -1.51
O 0.89197 1.02545 -0.31812 -1.94 -1.54 3.32
C 0.06257 -0.05660 -0.14170 1.40 2.72 3.33
N -0.45749 -0.66792 -1.04391 -1.02 -2.58 -3.11
O -0.07275 -0.20143 1.21593 1.27 1.53 -1.14
C -0.88774 -1.08975 1.86725 -1.15 -1.18 0.54
H 1.13016 2.65658 -1.48170 -1.00 0.62 0.11
H 0.44611 1.14716 -2.31512 -0.66 0.32 -0.16
H 2.03848 1.34623 -1.78659 2.02 -0.59 -1.07
H -0.81666 -1.59056 -0.81489 -0.44 0.46 0.14
H -0.68438 -0.96993 2.90495 0.31 0.18 0.84
H -0.73298 -2.11787 1.65845 0.94 -1.19 -0.56
H -1.97315 -1.06805 1.79909 -0.32 1.19 -0.72
```
Forces are in eV/Å.

So, what does the natural (NBO) scheme give us? The charges, in e, come out as: atom 1 (C): -0.259, atom 2 (O): -0.499, atom 3 (C): 0.825, atom 4 (N): -0.788, atom 5 (O): -0.504, atom 6 (C): -0.255, atom 7 (H): 0.187, atom 8 (H): 0.207, atom 9 (H): 0.173, atom 10 (H): 0.368, atom 11 (H): 0.200, atom 12 (H): 0.167, atom 13 (H): 0.177

No. 2
Density functional theory data (ωB97M-V/def2-TZVPD) for a molecular structure, H2KO.

Total charge ... +1
Total energy ... -676.17809 a.u.
LUMO level ... -4.33 eV
HOMO ... -15.86 eV

```
4
Properties=species:S:1:pos:R:3:forces:R:3
O -0.29603 0.31197 0.30358 -0.85 0.00 0.11
H -0.49611 0.91281 1.05672 0.24 -0.60 -0.76
H -1.17768 0.02270 -0.02394 0.80 0.41 0.45
K 1.96983 -1.24748 -1.33635 -0.19 0.20 0.21
```
Forces are in eV/Å.

So, what does the natural (NBO) scheme give us? The charges, in e, come out as: atom 1 (O): -0.991, atom 2 (H): 0.504, atom 3 (H): 0.489, atom 4 (K): 0.999

Result set for energy above the lowest of the compared OMol25 structures with the same formula, charge and spin: 250.7; 14.8 kJ/mol, one per record in the order listed.
Result set for orbital gap: 10.86; 11.54 eV, one per record in the order listed.
Result set for largest force on an atom: 0.0879; 0.0195 Eh/bohr, one per record in the order listed.